No. 1
Computed, not measured: a 2-piece molecular cluster, C3H6N overall in a non-equilibrium geometry, with the ωB97M-V functional and the def2-TZVPD basis.

As for the total charge: +1. The LUMO energy comes out at -7.95 eV. As for the HOMO energy: -0.6102 hartree. As for the orbital gap: 8.65 eV. The total energy is -4686.8453 eV. Its relative energy (zero: lowest compared OMol25 entry of this formula, charge and spin) is 75.44 kcal/mol.

Positions of all 10 atoms, in Å:
C (0.094, 0.461, -0.021)
C (2.851, -0.035, 0.038)
C (-2.375, -0.072, -0.028)
N (-1.020, 0.188, -0.013)
H (2.795, -0.512, -0.928)
H (3.056, 1.024, 0.101)
H (2.775, -0.618, 0.945)
H (-2.527, -1.082, -0.415)
H (-2.763, -0.002, 0.990)
H (-2.886, 0.649, -0.670)

Mulliken atomic charge list, values in e, 8 entries: atom 1 (C): -0.178, atom 2 (C): -0.270, atom 3 (C): -0.579, atom 4 (N): 0.121, atom 5 (H): 0.352, atom 6 (H): 0.342, atom 7 (H): 0.351, atom 8 (H): 0.278

***

No. 2
Computed, not measured: one molecule with the formula CH3FP2 in a non-equilibrium geometry, with the ωB97M-V functional and the def2-TZVPD basis.

The LUMO energy comes out at -0.04 eV. The SMILES is [H]/P=C(/F)P. As for the HOMO energy: -0.3400 hartree. As for the orbital gap: 9.21 eV. The total energy is -22378.3423 eV. Its relative energy (zero: lowest compared OMol25 entry of this formula, charge and spin) is 22.52 kcal/mol.

Positions of all 7 atoms, in Å:
H (-1.651, 0.488, -1.021)
P (-1.816, -0.460, -0.024)
C (-0.225, -0.443, 0.481)
F (-0.089, -1.493, 1.353)
P (1.284, 0.612, 0.334)
H (1.904, -0.229, -0.675)
H (0.592, 1.525, -0.448)

Here is what Mulliken gives for the atomic charges, in e: atom 1 (H): -0.018, atom 2 (P): -0.091, atom 3 (C): 0.272, atom 4 (F): -0.238, atom 5 (P): -0.044, atom 6 (H): 0.076, atom 7 (H): 0.043

***

No. 3
Computed, not measured: one molecule with the formula C18H20N4O4S in a non-equilibrium geometry, with the ωB97M-V functional and the def2-TZVPD basis.

The LUMO energy comes out at 0.10 eV. The SMILES is O=C(Cc1ccccc1)NS(=O)(=O)c1ccc(/N=N/N2CCOCC2)cc1. As for the HOMO energy: -0.3068 hartree. As for the orbital gap: 8.45 eV. The total energy is -43974.4617 eV. Its relative energy (zero: lowest compared OMol25 entry of this formula, charge and spin) is 84.97 kcal/mol.

Positions of all 47 atoms, in Å:
O (1.443, 2.148, -2.059)
C (2.108, 2.547, -1.136)
C (3.448, 1.938, -0.748)
C (3.090, 0.948, 0.331)
C (2.436, -0.230, -0.011)
C (2.035, -1.119, 0.968)
C (2.280, -0.839, 2.302)
C (2.925, 0.335, 2.651)
C (3.322, 1.228, 1.670)
N (1.661, 3.508, -0.282)
S (-0.021, 3.847, -0.117)
O (-0.070, 4.556, 1.128)
O (-0.505, 4.489, -1.292)
C (-0.648, 2.200, 0.068)
C (-1.146, 1.523, -1.029)
C (-1.496, 0.196, -0.891)
C (-1.350, -0.448, 0.345)
N (-1.574, -1.794, 0.524)
N (-2.399, -2.356, -0.274)
N (-2.535, -3.638, -0.165)
C (-3.416, -4.315, -1.080)
C (-2.592, -5.314, -1.908)
O (-1.879, -6.192, -1.069)
C (-0.985, -5.496, -0.232)
C (-1.734, -4.508, 0.672)
C (-0.853, 0.265, 1.444)
C (-0.499, 1.589, 1.300)
H (3.868, 1.434, -1.618)
H (4.140, 2.696, -0.383)
H (2.232, -0.437, -1.051)
H (1.521, -2.027, 0.692)
H (1.969, -1.533, 3.069)
H (3.118, 0.560, 3.690)
H (3.828, 2.141, 1.951)
H (2.211, 3.759, 0.523)
H (-1.231, 2.044, -1.968)
H (-1.871, -0.369, -1.730)
H (-3.893, -3.573, -1.721)
H (-4.179, -4.859, -0.511)
H (-3.244, -5.937, -2.522)
H (-1.896, -4.762, -2.557)
H (-0.472, -6.252, 0.364)
H (-0.248, -4.949, -0.840)
H (-1.045, -3.881, 1.240)
H (-2.395, -5.054, 1.351)
H (-0.754, -0.239, 2.392)
H (-0.111, 2.165, 2.126)

Mulliken atomic charge list, values in e, 8 entries: atom 1 (O): -0.539, atom 2 (C): 0.632, atom 3 (C): -1.419, atom 4 (C): 0.798, atom 5 (C): -0.367, atom 6 (C): -0.364, atom 7 (C): -0.644, atom 8 (C): -0.587

***

No. 4
Computed, not measured: a 2-piece molecular cluster, C7H9N2O2 overall in a non-equilibrium geometry, with the ωB97M-V functional and the def2-TZVPD basis.

As for the total charge: +1. The LUMO energy comes out at -4.25 eV. As for the HOMO energy: -0.4950 hartree. As for the orbital gap: 9.21 eV. The total energy is -14472.6009 eV. Its relative energy (zero: lowest compared OMol25 entry of this formula, charge and spin) is 32.83 kcal/mol.

Positions of all 20 atoms, in Å:
C (1.460, 2.769, 0.601)
C (1.733, 2.019, -0.431)
C (0.931, 1.971, 1.692)
C (0.691, 0.624, 1.092)
C (1.177, 0.746, -0.223)
C (0.017, -0.354, 1.723)
C (-2.112, -2.077, -0.196)
N (1.058, -0.223, -1.143)
N (-3.235, -2.377, -0.834)
O (-0.676, -1.111, 2.235)
O (-1.042, -1.894, -0.751)
H (1.694, 3.869, 0.604)
H (2.007, 2.249, -1.427)
H (1.609, 2.137, 2.589)
H (-2.316, -1.969, 0.951)
H (1.540, -0.229, -1.972)
H (0.426, -1.067, -0.908)
H (-0.055, 2.213, 2.162)
H (-3.396, -2.510, -1.833)
H (-4.080, -2.714, -0.349)

Mulliken atomic charge list, values in e, 8 entries: atom 1 (C): -0.344, atom 2 (C): -0.631, atom 3 (C): -0.680, atom 4 (C): -0.042, atom 5 (C): 1.088, atom 6 (C): 0.285, atom 7 (C): 0.278, atom 8 (N): -0.329

***

No. 5
Computed, not measured: an isolated ion of composition C3H7N3O and charge +2 in a non-equilibrium geometry, with the ωB97M-V functional and the def2-TZVPD basis.

As for the total charge: +2. The LUMO energy comes out at -10.27 eV. The SMILES is CC#[N+]C(=[NH2+])NO. As for the HOMO energy: -0.7184 hartree. As for the orbital gap: 9.27 eV. The total energy is -9720.4224 eV. Its relative energy (zero: lowest compared OMol25 entry of this formula, charge and spin) is 86.31 kcal/mol.

Positions of all 14 atoms, in Å:
C (-2.928, -0.315, -0.059)
C (-1.581, -0.171, -0.069)
N (-0.466, 0.128, -0.015)
C (0.915, 0.273, -0.043)
N (1.360, 1.537, 0.118)
N (1.700, -0.809, -0.015)
O (3.065, -0.537, -0.147)
H (-3.377, -0.782, -1.004)
H (-3.267, 0.640, 0.255)
H (-3.477, -0.919, 0.651)
H (0.763, 2.238, 0.546)
H (2.280, 1.896, 0.074)
H (1.364, -1.758, -0.376)
H (3.648, -1.421, 0.082)

Mulliken atomic charge list, values in e, 8 entries: atom 1 (C): -1.038, atom 2 (C): 0.714, atom 3 (N): 0.060, atom 4 (C): 0.477, atom 5 (N): -0.282, atom 6 (N): 0.048, atom 7 (O): -0.374, atom 8 (H): 0.368

***

No. 6
Computed, not measured: a 2-piece molecular cluster, C5H12O2 overall in a non-equilibrium geometry, with the ωB97M-V functional and the def2-TZVPD basis.

The LUMO energy comes out at 0.77 eV. The SMILES is C[C@@H]1OCC[C@@H]1O.[H][H]. As for the HOMO energy: -0.3483 hartree. As for the orbital gap: 10.25 eV. The total energy is -9471.8655 eV. Its relative energy (zero: lowest compared OMol25 entry of this formula, charge and spin) is 75.41 kcal/mol.

Positions of all 19 atoms, in Å:
C (-1.390, 1.332, 0.925)
C (-0.396, 0.796, -0.185)
O (-0.590, -0.203, -1.382)
C (0.393, -1.241, -1.275)
C (1.550, -0.500, -0.640)
C (0.863, 0.262, 0.478)
O (0.511, -0.586, 1.560)
H (-2.367, 1.660, 0.562)
H (-1.537, 0.683, 1.794)
H (-0.904, 2.247, 1.326)
H (-0.197, 1.663, -0.799)
H (0.045, -2.075, -0.642)
H (0.662, -1.670, -2.255)
H (2.372, -1.129, -0.293)
H (1.924, 0.228, -1.367)
H (1.456, 1.113, 0.832)
H (1.310, -1.065, 1.819)
H (-2.120, -0.851, 0.169)
H (-1.833, -0.836, -0.530)

Mulliken atomic charge list, values in e, 8 entries: atom 1 (C): -1.448, atom 2 (C): -0.017, atom 3 (O): -0.487, atom 4 (C): -0.377, atom 5 (C): -0.743, atom 6 (C): 0.263, atom 7 (O): -0.533, atom 8 (H): 0.393

***

No. 7
Computed, not measured: a 5-piece molecular cluster, C25H42ClF4NO14S4 overall, with the ωB97M-V functional and the def2-TZVPD basis.

The LUMO energy comes out at -0.56 eV. The SMILES is C[C@@H](Cl)Cc1c(C(F)(F)C(F)F)ccc2c1C(=O)NC2=O.CCOS(C)(=O)=O.CCOS(C)(=O)=O.CCOS(C)(=O)=O.CCOS(C)(=O)=O. As for the HOMO energy: -0.3653 hartree. As for the orbital gap: 9.38 eV. The total energy is -123494.8137 eV.

Positions of all 91 atoms, in Å:
C (-0.563, -4.351, 0.397)
C (0.943, -4.140, 0.549)
Cl (1.803, -4.614, -0.975)
C (1.291, -2.691, 0.890)
C (2.636, -2.481, 1.532)
C (3.625, -1.594, 1.076)
C (3.406, -0.616, -0.068)
F (4.220, 0.480, 0.141)
F (2.134, -0.135, -0.098)
C (3.798, -1.075, -1.480)
F (2.923, -1.976, -1.960)
F (5.025, -1.654, -1.423)
C (4.877, -1.515, 1.695)
C (5.190, -2.270, 2.808)
C (4.192, -3.069, 3.311)
C (2.952, -3.166, 2.704)
C (2.102, -4.047, 3.561)
O (0.950, -4.362, 3.450)
N (2.912, -4.425, 4.650)
C (4.216, -3.948, 4.510)
O (5.142, -4.185, 5.236)
H (-0.932, -4.962, 1.217)
H (-1.080, -3.394, 0.399)
H (-0.792, -4.862, -0.531)
H (1.352, -4.821, 1.280)
H (1.175, -2.103, -0.012)
H (0.530, -2.354, 1.597)
H (3.863, -0.210, -2.141)
H (5.627, -0.845, 1.307)
H (6.159, -2.207, 3.280)
H (2.735, -5.316, 5.088)
C (1.297, 4.055, 0.723)
C (2.170, 3.249, 1.660)
O (1.836, 3.497, 3.054)
S (0.550, 2.750, 3.590)
C (0.731, 3.139, 5.294)
O (0.707, 1.341, 3.386)
O (-0.612, 3.395, 3.059)
H (0.260, 3.725, 0.775)
H (1.627, 3.951, -0.308)
H (1.322, 5.111, 0.994)
H (2.107, 2.181, 1.455)
H (3.214, 3.539, 1.561)
H (1.637, 2.667, 5.664)
H (-0.145, 2.740, 5.801)
H (0.775, 4.219, 5.401)
C (3.830, 6.122, -4.420)
C (2.520, 6.497, -5.079)
O (1.462, 5.552, -4.793)
S (0.765, 5.649, -3.369)
C (-0.649, 4.668, -3.724)
O (0.382, 7.007, -3.137)
O (1.577, 4.980, -2.398)
H (3.771, 6.210, -3.336)
H (4.618, 6.785, -4.778)
H (4.099, 5.094, -4.661)
H (2.189, 7.494, -4.786)
H (2.608, 6.478, -6.163)
H (-1.238, 5.170, -4.486)
H (-1.213, 4.587, -2.796)
H (-0.318, 3.689, -4.058)
C (-3.638, 5.276, 2.438)
C (-3.629, 3.936, 1.738)
O (-4.766, 3.755, 0.853)
S (-4.709, 4.461, -0.562)
C (-6.033, 3.579, -1.310)
O (-3.473, 4.120, -1.205)
O (-5.071, 5.838, -0.436)
H (-3.478, 6.095, 1.737)
H (-2.838, 5.293, 3.178)
H (-4.593, 5.443, 2.937)
H (-2.710, 3.784, 1.172)
H (-3.710, 3.122, 2.454)
H (-5.762, 2.530, -1.375)
H (-6.172, 4.004, -2.301)
H (-6.927, 3.720, -0.708)
C (-2.532, -9.087, -3.154)
C (-3.212, -7.763, -3.431)
O (-4.303, -7.494, -2.516)
S (-3.922, -6.990, -1.061)
C (-5.514, -6.411, -0.592)
O (-3.014, -5.890, -1.183)
O (-3.562, -8.105, -0.243)
H (-1.998, -9.071, -2.205)
H (-1.818, -9.299, -3.949)
H (-3.265, -9.892, -3.114)
H (-2.509, -6.930, -3.393)
H (-3.683, -7.761, -4.411)
H (-5.792, -5.586, -1.241)
H (-5.433, -6.080, 0.440)
H (-6.220, -7.233, -0.674)

Mulliken atomic charge list, values in e, 8 entries: atom 1 (C): -1.362, atom 2 (C): 0.698, atom 3 (Cl): -0.222, atom 4 (C): -1.361, atom 5 (C): 0.462, atom 6 (C): 0.065, atom 7 (C): 1.186, atom 8 (F): -0.325

***

No. 8
Computed, not measured: C21H43IN5NbO3PS3 as an isolated structure in a non-equilibrium geometry, with the ωB97M-V functional and the def2-TZVPD basis.

As for the total charge: -1. The LUMO energy comes out at 1.73 eV. As for the HOMO energy: -0.1541 hartree. As for the orbital gap: 5.93 eV. The total energy is -87506.2614 eV.

Positions of all 78 atoms, in Å:
C (1.413, -1.843, -1.038)
C (2.230, -1.082, 0.014)
N (2.424, 0.302, -0.456)
C (3.449, 0.296, -1.548)
C (4.699, 1.127, -1.313)
C (2.691, 1.214, 0.565)
S (2.393, 2.798, 0.435)
S (3.397, 0.588, 2.105)
C (2.287, 1.110, 3.443)
C (1.090, 0.183, 3.637)
C (-0.044, 0.264, 2.598)
Nb (-1.232, 2.199, 2.531)
I (-3.594, 0.703, 2.992)
C (-1.374, 2.134, 0.257)
C (-2.553, 1.335, -0.321)
C (-2.443, 1.229, -1.847)
C (-3.699, 0.633, -2.450)
O (-4.889, 1.166, -1.890)
C (-1.068, 2.702, 4.760)
O (-2.055, 1.979, 5.520)
O (-1.362, 1.232, 6.511)
P (-2.776, 4.308, 2.393)
S (-1.638, 5.913, 2.163)
H (2.001, -2.141, -1.893)
H (0.956, -2.690, -0.554)
H (0.653, -1.147, -1.373)
H (3.180, -1.576, 0.212)
H (1.657, -1.129, 0.927)
H (2.965, 0.671, -2.441)
H (3.770, -0.709, -1.785)
H (4.511, 2.180, -1.436)
H (5.392, 0.866, -2.108)
H (5.209, 0.904, -0.383)
H (2.885, 1.038, 4.345)
H (2.025, 2.157, 3.342)
H (1.501, -0.828, 3.584)
H (0.689, 0.271, 4.639)
H (0.338, 0.045, 1.604)
H (-0.757, -0.527, 2.819)
H (0.205, 3.248, 2.305)
H (-1.297, 3.118, -0.199)
H (-0.461, 1.617, -0.048)
H (-3.472, 1.814, -0.026)
H (-2.517, 0.316, 0.044)
H (-1.649, 0.509, -2.032)
H (-2.135, 2.161, -2.307)
H (-3.687, 0.787, -3.533)
H (-3.719, -0.444, -2.300)
H (-5.559, 0.484, -1.913)
H (-0.083, 2.526, 5.179)
H (-1.274, 3.756, 4.963)
H (-1.818, 0.383, 6.496)
H (-3.642, 4.403, 3.516)
H (-3.683, 4.201, 1.303)
C (0.312, -5.002, -3.571)
C (1.641, -4.443, -3.338)
N (2.675, -3.996, -3.163)
H (-0.160, -4.485, -4.404)
H (0.395, -6.061, -3.810)
H (-0.304, -4.882, -2.680)
C (7.012, 2.114, -5.316)
C (5.616, 2.008, -4.904)
N (4.528, 1.928, -4.575)
H (7.176, 1.526, -6.216)
H (7.258, 3.154, -5.518)
H (7.658, 1.743, -4.523)
C (-5.424, -3.106, -0.726)
C (-5.887, -2.274, -1.831)
N (-6.228, -1.607, -2.690)
H (-4.890, -3.971, -1.116)
H (-4.758, -2.527, -0.089)
H (-6.276, -3.444, -0.139)
C (-1.745, -3.882, 1.847)
C (-1.175, -4.222, 0.547)
N (-0.736, -4.461, -0.477)
H (-2.812, -3.700, 1.745)
H (-1.585, -4.702, 2.544)
H (-1.267, -2.983, 2.232)

Mulliken atomic charge list, values in e, 8 entries: atom 1 (C): -0.717, atom 2 (C): -0.640, atom 3 (N): 0.440, atom 4 (C): -0.249, atom 5 (C): -1.317, atom 6 (C): -0.113, atom 7 (S): -0.217, atom 8 (S): -0.150

***

Question: Which of these has the lowest orbital gap?
Answer: C21H43IN5NbO3PS3

***

Question: Number 4 is which compound?
Answer: C7H9N2O2

***

Question: What is the orbital gap in the eighth record?
Answer: 5.93 eV